No. 1
21
Properties=species:S:1:pos:R:3:forces:R:3:nbo_charge:R:1 method="wB97M-V/def2-TZVPD" max_force_ev_per_a=1.807 orbital_gap_ev=10.10 total_charge=0 lumo_energy_ev=-0.002 smiles=O.O.O.O.O.O.O total_energy_ha=-535.05707 spin_multiplicity=1
O -1.03010 -0.01705 -1.74000 -0.546 0.362 -0.633 -0.96
H -0.82010 0.35295 -0.87000 0.193 -0.642 -0.104 0.48
H -0.19310 -0.08405 -2.20100 0.028 -0.172 -0.006 0.45
O 0.07390 0.22495 0.65500 0.618 1.240 -0.522 -0.97
H -0.71610 0.62795 1.04300 -0.516 -0.063 0.909 0.49
H 0.63090 0.99095 0.44200 0.314 -0.560 0.243 0.48
O 1.94090 1.55895 -1.37800 1.381 -0.687 0.109 -0.95
H 1.13290 2.02695 -1.35900 -1.399 0.843 -0.298 0.47
H 1.80090 0.77095 -1.91600 -0.042 0.101 0.068 0.48
O -3.19110 -0.88305 0.41600 -0.054 -0.475 0.233 -0.98
H -3.29910 -1.48605 -0.34500 0.297 0.465 0.639 0.50
H -2.89810 -1.41705 1.17800 -0.169 -0.004 -0.713 0.49
O 0.71890 -2.22605 1.26700 -0.074 -0.831 0.299 -1.00
H 1.53790 -2.47405 0.80900 -0.526 0.734 0.110 0.48
H 0.43790 -1.31005 1.08000 0.873 -0.538 -0.282 0.49
O -2.04310 1.25195 1.82700 0.057 0.031 0.166 -0.94
H -2.69110 0.72895 1.33900 -0.332 -0.236 -0.234 0.51
H -2.00310 2.07995 1.35300 -0.230 0.575 -0.021 0.47
O 3.44790 -0.55505 -0.32300 0.950 -1.426 -0.574 -0.95
H 4.09890 -0.45805 -1.03700 -0.234 -0.087 0.419 0.47
H 3.06390 0.29595 -0.24000 -0.589 1.369 0.192 0.48

No. 2
21
Properties=species:S:1:pos:R:3:forces:R:3:nbo_charge:R:1 method="wB97M-V/def2-TZVPD" max_force_ev_per_a=3.311 orbital_gap_ev=9.95 total_charge=0 lumo_energy_ev=-0.517 smiles=O.O.O.O.O.O.O total_energy_ha=-535.05702 spin_multiplicity=1
O -1.55029 -0.49983 1.38440 -0.322 0.044 0.939 -0.94
H -1.95841 0.16459 1.97483 0.312 -0.475 -0.534 0.50
H -1.18457 -1.19049 1.95434 -0.319 0.276 -0.027 0.47
O -1.60644 -2.15064 -2.07645 1.615 -0.094 -0.026 -0.96
H -1.00603 -1.54561 -1.58953 0.258 -0.276 -0.754 0.48
H -2.40254 -1.92039 -1.65203 -1.983 0.156 0.498 0.45
O -2.52583 1.32768 -1.42243 -0.483 0.242 0.146 -0.96
H -1.74291 0.77681 -1.44803 0.464 -0.224 -0.231 0.49
H -2.19482 2.13143 -1.01462 -0.037 0.183 -0.019 0.46
O -0.19389 -0.14017 -0.87592 -1.566 -0.688 0.653 -1.02
H -0.70707 -0.32520 -0.03542 0.835 0.580 -0.896 0.50
H 0.73472 -0.11699 -0.64390 0.301 0.350 0.048 0.48
O 2.28218 0.36749 -0.21915 -0.296 2.056 0.365 -0.94
H 2.17105 -0.12404 0.57242 -0.317 -0.673 1.917 0.50
H 2.66730 -0.26883 -0.74964 1.616 -1.783 -2.273 0.48
O 1.28373 2.86979 -0.07203 -1.096 0.715 0.052 -0.96
H 2.08847 3.27114 0.21728 0.729 0.454 0.253 0.46
H 1.53184 1.98413 -0.30212 0.200 -0.724 -0.264 0.48
O 1.69442 -1.44873 1.74545 0.937 1.056 0.821 -0.96
H 0.99620 -2.06362 1.59903 -0.775 -0.749 -0.064 0.48
H 1.62289 -1.09852 2.65351 -0.073 -0.426 -0.603 0.49